No. 1
C57H69N9O3 | wB97M-V/def2-TZVPD

Computed properties:
Multiplicity   1
HOMO energy   -8.916 eV
Energy relative to the best compared isomer or geometry (same formula, charge and spin)   0.0 kcal/mol
Orbital gap   9.340 eV

Last column: Löwdin charge in e.
Positions of all 138 atoms, in Å:
C: 3.912 1.780 -3.434  -0.149
C: 5.187 2.611 -3.270  -0.165
C: 5.530 2.500 -1.828  -0.215
O: 5.050 1.216 -1.402  -0.144
C: 3.937 0.825 -2.206  -0.190
H: 3.890 1.271 -4.398  0.095
H: 3.007 2.386 -3.437  0.090
H: 5.070 3.629 -3.643  0.118
H: 5.945 2.091 -3.857  0.112
H: 5.016 3.229 -1.201  0.100
H: 6.571 2.713 -1.587  0.121
H: 2.957 0.887 -1.733  0.084
H: 4.024 -0.206 -2.550  0.105
C: -2.171 -2.985 4.397  -0.189
C: -3.094 -1.846 4.583  -0.184
C: -2.502 -1.223 5.910  -0.212
O: -1.560 -2.103 6.420  -0.153
C: -1.935 -3.393 5.857  -0.157
H: -1.201 -2.712 3.983  0.100
H: -2.660 -3.755 3.800  0.092
H: -4.130 -2.134 4.763  0.098
H: -3.118 -1.108 3.782  0.094
H: -3.328 -1.009 6.589  0.114
H: -2.056 -0.272 5.620  0.116
H: -2.846 -3.781 6.312  0.117
H: -1.192 -4.153 6.099  0.121
C: 1.899 -2.992 -5.669  -0.155
C: 0.865 -2.661 -4.572  -0.150
C: 1.503 -1.401 -3.869  -0.185
O: 2.225 -0.749 -4.927  -0.182
C: 2.147 -1.549 -6.158  -0.159
H: 1.530 -3.615 -6.484  0.108
H: 2.736 -3.531 -5.225  0.101
H: 0.715 -3.502 -3.895  0.081
H: -0.053 -2.352 -5.073  0.100
H: 2.156 -1.787 -3.087  0.088
H: 0.762 -0.781 -3.365  0.081
H: 3.030 -1.369 -6.772  0.118
H: 1.282 -1.201 -6.723  0.098
N: -0.603 2.458 -4.193  0.066
C: -0.196 1.461 -5.048  -0.113
C: -1.135 0.701 -5.717  -0.070
C: -2.517 0.933 -5.496  -0.068
C: -2.957 1.941 -4.620  -0.058
C: -1.919 2.675 -3.981  -0.159
H: 0.860 1.256 -5.145  0.095
H: -0.860 -0.023 -6.470  0.089
H: -3.213 0.323 -6.053  0.094
H: -3.989 2.183 -4.411  0.089
H: -2.181 3.468 -3.296  0.087
N: -6.852 -2.690 1.098  0.061
C: -6.353 -3.260 2.240  -0.144
C: -5.028 -3.354 2.517  -0.096
C: -4.122 -2.812 1.576  -0.065
C: -4.595 -2.329 0.343  -0.047
C: -5.990 -2.269 0.184  -0.155
H: -7.090 -3.688 2.904  0.101
H: -4.793 -3.862 3.441  0.093
H: -3.052 -2.933 1.659  0.095
H: -3.856 -1.964 -0.355  0.091
H: -6.334 -1.749 -0.698  0.073
N: 5.210 2.043 3.386  0.047
C: 4.840 1.383 2.265  -0.128
C: 3.615 0.706 2.112  -0.076
C: 2.713 0.808 3.121  -0.099
C: 3.028 1.556 4.308  -0.048
C: 4.329 2.128 4.403  -0.145
H: 5.575 1.372 1.473  0.093
H: 3.363 0.201 1.192  0.081
H: 1.711 0.414 3.038  0.069
H: 2.284 1.666 5.084  0.090
H: 4.506 2.685 5.311  0.092
N: -5.103 0.697 -1.843  0.055
C: -5.852 -0.031 -2.722  -0.140
C: -7.273 -0.084 -2.656  -0.075
C: -7.916 0.594 -1.639  -0.076
C: -7.156 1.340 -0.714  -0.068
C: -5.780 1.376 -0.854  -0.142
H: -5.262 -0.549 -3.464  0.097
H: -7.874 -0.646 -3.354  0.100
H: -8.984 0.638 -1.483  0.106
H: -7.628 1.949 0.043  0.101
H: -5.200 1.966 -0.160  0.091
N: 2.455 4.887 -0.035  0.073
C: 2.163 3.805 -0.761  -0.143
C: 1.064 3.616 -1.590  -0.077
C: 0.221 4.678 -1.698  -0.087
C: 0.453 5.829 -0.962  -0.060
C: 1.586 5.861 -0.171  -0.184
H: 2.965 3.085 -0.690  0.083
H: 0.890 2.719 -2.166  0.065
H: -0.666 4.588 -2.308  0.079
H: -0.251 6.644 -1.040  0.101
H: 1.885 6.710 0.424  0.104
N: 0.135 4.991 3.653  0.052
C: 0.456 4.153 2.621  -0.142
C: -0.517 3.549 1.849  -0.063
C: -1.855 4.027 1.964  -0.060
C: -2.177 4.950 2.979  -0.078
C: -1.138 5.388 3.812  -0.161
H: 1.495 3.861 2.577  0.094
H: -0.251 2.729 1.197  0.082
H: -2.699 3.685 1.384  0.086
H: -3.185 5.298 3.151  0.090
H: -1.271 6.134 4.582  0.094
N: 2.708 -3.077 -0.481  0.062
C: 2.072 -3.893 -1.384  -0.151
C: 2.728 -4.695 -2.297  -0.088
C: 4.113 -4.807 -2.210  -0.062
C: 4.777 -4.100 -1.204  -0.070
C: 4.047 -3.343 -0.293  -0.127
H: 1.012 -3.689 -1.436  0.103
H: 2.160 -5.151 -3.095  0.098
H: 4.732 -5.406 -2.861  0.105
H: 5.832 -4.129 -0.974  0.101
H: 4.486 -2.777 0.515  0.097
N: 1.396 -2.141 3.923  0.058
C: 2.278 -2.896 3.244  -0.176
C: 3.364 -3.535 3.763  -0.066
C: 3.501 -3.479 5.184  -0.040
C: 2.451 -2.885 5.940  -0.065
C: 1.416 -2.219 5.302  -0.116
H: 2.201 -2.911 2.167  0.078
H: 4.140 -3.971 3.150  0.095
H: 4.353 -3.954 5.646  0.095
H: 2.478 -2.876 7.019  0.097
H: 0.684 -1.651 5.857  0.095
N: 0.232 0.247 -1.296  0.084
C: 0.655 -0.258 -0.112  -0.144
C: -0.095 -0.411 1.028  -0.089
C: -1.403 -0.018 1.053  -0.082
C: -1.969 0.480 -0.132  -0.042
C: -1.069 0.616 -1.235  -0.124
H: 1.669 -0.620 -0.027  0.070
H: 0.243 -0.932 1.911  0.078
H: -1.969 -0.143 1.964  0.093
H: -2.984 0.804 -0.312  0.064
H: -1.472 0.988 -2.165  0.073


No. 2
C57H72N5O10P2SiTl | wB97M-V/def2-TZVPD

Computed properties:
Multiplicity   1
HOMO energy   -6.246 eV
Energy relative to the best compared isomer or geometry (same formula, charge and spin)   67.4 kcal/mol
Orbital gap   4.909 eV

Last column: Löwdin charge in e.
Positions of all 148 atoms, in Å:
Tl: -0.040 -0.031 1.021  0.979
C: 3.867 1.988 -0.785  -0.057
C: 3.159 3.182 -0.222  -0.207
C: 3.153 4.391 -0.902  -0.086
C: 2.674 5.547 -0.306  -0.125
C: 2.232 5.489 1.009  -0.078
C: 2.207 4.298 1.714  -0.199
C: 1.754 4.261 3.144  -0.031
C: 2.620 3.093 1.083  -0.205
N: 2.402 1.890 1.687  0.096
C: 2.800 1.420 2.862  -0.534
O: 3.959 1.383 3.307  -0.005
C: 1.678 0.842 3.713  -0.211
C: 1.906 0.420 5.017  -0.005
C: 0.810 0.135 5.823  -0.031
C: -0.469 0.272 5.308  0.016
C: -0.607 0.666 3.982  -0.216
N: 0.443 0.958 3.234  0.053
C: -1.961 0.925 3.375  -0.554
O: -2.951 0.854 4.117  0.030
N: -1.970 1.186 2.059  0.018
C: -3.110 1.823 1.564  -0.205
C: -3.913 1.281 0.544  -0.174
C: -3.565 0.006 -0.180  -0.085
C: -5.092 1.919 0.168  -0.060
C: -5.484 3.111 0.745  -0.098
C: -4.653 3.692 1.691  -0.058
C: -3.479 3.082 2.099  -0.197
C: -2.606 3.755 3.119  -0.028
H: 3.863 1.977 -1.876  0.079
H: 3.403 1.085 -0.394  -0.011
H: 4.908 1.984 -0.448  0.106
H: 3.566 4.434 -1.906  0.102
H: 2.680 6.487 -0.844  0.088
H: 1.894 6.398 1.496  0.102
H: 1.431 5.248 3.477  0.076
H: 2.567 3.924 3.794  0.087
H: 0.930 3.556 3.272  0.062
H: 2.924 0.355 5.376  0.118
H: 0.956 -0.174 6.850  0.109
H: -1.359 0.109 5.898  0.118
H: -4.244 -0.799 0.116  0.083
H: -3.689 0.168 -1.253  0.062
H: -2.538 -0.298 0.010  0.030
H: -5.712 1.448 -0.589  0.105
H: -6.409 3.589 0.450  0.097
H: -4.930 4.644 2.132  0.108
H: -2.857 4.812 3.204  0.079
H: -1.556 3.653 2.840  0.075
H: -2.738 3.290 4.098  0.083
O: 6.207 -6.478 3.159  0.118
C: 6.003 -5.162 3.395  -0.481
O: 6.927 -4.476 3.726  0.125
C: 4.620 -4.635 3.220  -0.130
C: 3.558 -5.364 2.684  -0.022
C: 2.316 -4.781 2.529  -0.029
C: 2.096 -3.444 2.889  -0.269
C: 3.155 -2.721 3.436  0.019
C: 4.389 -3.315 3.603  0.011
N: 0.858 -2.827 2.696  0.130
C: -0.171 -3.485 3.028  -0.088
C: -1.552 -3.031 2.952  -0.238
C: -2.502 -3.882 3.522  -0.018
C: -3.829 -3.499 3.568  -0.049
C: -4.163 -2.260 3.063  -0.015
C: -3.157 -1.471 2.516  -0.127
N: -1.885 -1.837 2.424  0.131
H: 5.394 -6.939 2.936  0.084
H: 3.669 -6.395 2.366  0.109
H: 1.501 -5.349 2.099  0.113
H: 2.979 -1.701 3.757  0.102
H: 5.208 -2.760 4.038  0.128
H: -0.063 -4.467 3.502  0.126
H: -2.182 -4.825 3.946  0.110
H: -4.575 -4.144 4.012  0.111
H: -5.176 -1.886 3.094  0.118
H: -3.399 -0.487 2.147  0.078
C: -5.883 -1.786 -2.012  -0.026
C: -4.470 -2.163 -1.612  -0.470
C: -4.376 -3.589 -1.094  -0.031
O: -3.632 -1.995 -2.788  -0.171
P: -2.168 -1.374 -2.638  0.498
O: -1.621 -1.545 -1.288  -0.298
C: -2.306 0.318 -3.308  -0.177
P: -1.080 1.514 -2.657  0.498
O: -0.380 1.158 -1.423  -0.362
O: 0.005 1.722 -3.807  -0.185
C: -0.138 2.580 -4.953  -0.447
C: 0.970 3.620 -4.902  -0.032
C: -0.041 1.741 -6.217  -0.037
O: -1.995 2.805 -2.653  -0.188
C: -1.592 4.130 -2.171  -0.401
C: -0.731 4.070 -0.920  -0.028
C: -2.878 4.896 -1.935  -0.030
O: -1.340 -2.088 -3.800  -0.188
C: -1.679 -3.357 -4.409  -0.431
C: -0.685 -3.560 -5.537  -0.044
C: -1.618 -4.505 -3.405  -0.032
H: -6.547 -1.893 -1.155  0.089
H: -6.230 -2.435 -2.817  0.088
H: -5.925 -0.752 -2.355  0.078
H: -4.105 -1.499 -0.828  0.022
H: -4.556 -4.310 -1.892  0.085
H: -5.120 -3.733 -0.310  0.084
H: -3.392 -3.761 -0.658  0.074
H: -3.296 0.695 -3.059  0.073
H: -2.215 0.254 -4.391  0.073
H: -1.113 3.074 -4.908  0.135
H: 1.941 3.132 -4.992  0.090
H: 0.954 4.165 -3.959  0.073
H: 0.855 4.325 -5.726  0.089
H: 0.888 1.170 -6.205  0.089
H: -0.035 2.391 -7.091  0.086
H: -0.876 1.046 -6.306  0.071
H: -1.035 4.602 -2.987  0.125
H: -1.226 3.471 -0.155  0.084
H: -0.586 5.078 -0.532  0.095
H: 0.248 3.633 -1.118  0.070
H: -3.410 4.467 -1.089  0.074
H: -3.518 4.857 -2.817  0.084
H: -2.648 5.937 -1.713  0.089
H: -2.693 -3.274 -4.806  0.136
H: 0.327 -3.453 -5.144  0.084
H: -0.830 -2.827 -6.329  0.080
H: -0.800 -4.560 -5.953  0.087
H: -0.596 -4.868 -3.298  0.084
H: -2.247 -5.329 -3.741  0.090
H: -1.969 -4.169 -2.433  0.052
C: 1.758 -2.744 -0.911  -0.185
Si: 2.471 -1.013 -0.841  0.795
C: 2.102 -0.006 -2.370  -0.182
C: 4.299 -1.006 -0.424  -0.295
C: 5.116 -1.509 -1.441  -0.105
C: 6.491 -1.557 -1.287  -0.083
C: 7.072 -1.112 -0.107  -0.073
C: 6.271 -0.613 0.907  -0.055
C: 4.895 -0.552 0.750  -0.094
H: 1.763 -3.056 -1.959  0.038
H: 0.728 -2.762 -0.563  0.003
H: 2.347 -3.450 -0.333  0.026
H: 3.006 0.083 -2.976  0.054
H: 1.741 0.990 -2.131  0.013
H: 1.319 -0.500 -2.945  0.035
H: 4.676 -1.860 -2.370  0.102
H: 7.109 -1.936 -2.091  0.103
H: 8.145 -1.151 0.018  0.105
H: 6.717 -0.258 1.827  0.116
H: 4.294 -0.119 1.541  0.081


No. 3
C57H75BiN3O7P2S | wB97M-V/def2-TZVPD

Computed properties:
Multiplicity   1
Charge   +1
HOMO energy   -9.807 eV
Energy relative to the best compared isomer or geometry (same formula, charge and spin)   37.7 kcal/mol
Orbital gap   6.345 eV

Last column: Löwdin charge in e.
Positions of all 146 atoms, in Å:
Bi: 1.246 0.817 -0.017  1.880
C: 5.377 0.932 1.894  0.016
C: 4.043 1.663 1.814  -0.479
C: 3.889 2.646 2.967  0.017
O: 2.971 0.688 1.860  -0.218
C: 3.958 2.425 0.475  -0.562
O: 4.821 3.211 0.181  0.128
O: 2.925 2.162 -0.305  -0.307
H: 5.434 0.376 2.829  0.098
H: 6.188 1.656 1.855  0.105
H: 5.511 0.233 1.066  0.090
H: 4.117 2.154 3.914  0.100
H: 2.867 3.034 3.003  0.077
H: 4.570 3.483 2.829  0.107
H: 2.393 0.865 2.621  0.036
C: 2.170 -0.552 4.457  -0.034
C: 1.784 -1.210 3.132  -0.388
C: 1.764 -2.730 3.277  -0.037
C: 0.448 -0.669 2.589  -0.314
C: -0.743 -0.855 3.546  -0.042
O: -1.153 0.494 3.859  0.042
C: -0.398 1.325 3.128  -0.309
N: 0.494 0.793 2.378  -0.074
C: -0.668 2.768 3.338  -0.120
C: -1.294 3.119 4.541  0.006
C: -1.644 4.428 4.816  -0.034
C: -1.385 5.419 3.878  -0.032
C: -0.764 5.080 2.690  -0.078
C: -0.385 3.765 2.411  -0.285
P: 0.355 3.481 0.756  1.077
C: 1.657 4.753 0.622  -0.368
C: 2.225 5.375 1.732  -0.099
C: 3.225 6.323 1.568  -0.055
C: 3.668 6.658 0.299  -0.051
C: 3.108 6.041 -0.812  -0.051
C: 2.123 5.086 -0.653  -0.126
C: -1.008 4.178 -0.269  -0.361
C: -0.909 5.399 -0.931  -0.078
C: -1.998 5.918 -1.617  -0.056
C: -3.193 5.226 -1.652  -0.063
C: -3.307 4.014 -0.986  -0.062
C: -2.222 3.495 -0.290  -0.114
H: 3.212 -0.764 4.697  0.098
H: 1.568 -0.940 5.281  0.093
H: 2.037 0.534 4.438  0.075
H: 2.548 -0.978 2.382  0.101
H: 1.036 -3.056 4.026  0.089
H: 2.745 -3.082 3.595  0.098
H: 1.526 -3.217 2.334  0.050
H: 0.246 -1.147 1.629  0.042
H: -0.479 -1.348 4.479  0.130
H: -1.582 -1.380 3.092  0.104
H: -1.506 2.346 5.262  0.124
H: -2.128 4.672 5.753  0.119
H: -1.672 6.446 4.061  0.120
H: -0.572 5.852 1.958  0.116
H: 1.881 5.139 2.730  0.101
H: 3.660 6.793 2.440  0.114
H: 4.449 7.396 0.174  0.115
H: 3.448 6.302 -1.806  0.117
H: 1.710 4.590 -1.523  0.102
H: 0.016 5.958 -0.915  0.093
H: -1.908 6.876 -2.112  0.114
H: -4.043 5.634 -2.184  0.114
H: -4.246 3.482 -1.009  0.103
H: -2.320 2.562 0.256  0.089
N: 3.226 -0.490 -0.837  0.003
C: 2.966 -1.810 -1.349  -0.320
C: 2.946 -2.025 -2.717  -0.039
C: 2.573 -3.270 -3.199  -0.054
C: 2.239 -4.279 -2.307  -0.236
C: 2.341 -4.079 -0.939  -0.063
C: 2.698 -2.834 -0.454  -0.024
S: 1.350 -5.725 -2.916  0.462
O: 1.714 -5.826 -4.312  -0.317
O: 1.749 -6.815 -2.055  -0.315
O: -0.025 -5.259 -2.691  -0.385
H: 3.735 0.087 -1.498  0.100
H: 3.756 -0.522 0.028  0.072
H: 3.205 -1.219 -3.400  0.122
H: 2.510 -3.481 -4.259  0.118
H: 2.116 -4.906 -0.276  0.117
H: 2.749 -2.645 0.616  0.100
C: -1.812 -6.177 1.461  -0.194
C: -0.363 -5.723 1.321  -0.164
C: -0.243 -4.516 0.369  -0.214
C: -1.571 -3.749 0.218  -0.424
C: -2.320 -3.666 1.548  -0.192
C: -2.656 -5.071 2.103  -0.171
P: -1.204 -2.088 -0.531  1.126
C: -0.693 -2.631 -2.241  -0.407
C: -1.679 -3.484 -3.074  -0.179
C: -2.320 -2.689 -4.212  -0.187
C: -1.273 -2.151 -5.203  -0.172
C: 0.059 -1.847 -4.500  -0.174
C: -0.205 -1.432 -3.055  -0.239
C: -2.906 -1.333 -0.733  -0.418
C: -4.070 -2.298 -1.067  -0.188
C: -5.390 -1.866 -0.419  -0.189
C: -5.548 -0.357 -0.523  -0.191
C: -4.510 0.334 0.374  -0.182
C: -3.225 -0.495 0.518  -0.235
H: -1.866 -7.077 2.073  0.112
H: -2.211 -6.441 0.478  0.120
H: 0.252 -6.537 0.935  0.117
H: 0.015 -5.473 2.318  0.106
H: 0.079 -4.871 -0.612  0.069
H: 0.532 -3.834 0.737  0.055
H: -2.201 -4.289 -0.490  0.099
H: -3.252 -3.111 1.419  0.081
H: -1.715 -3.111 2.263  0.081
H: -3.716 -5.284 1.951  0.108
H: -2.486 -5.076 3.183  0.107
H: 0.180 -3.261 -2.036  0.068
H: -2.460 -3.918 -2.451  0.093
H: -1.116 -4.329 -3.479  0.081
H: -2.893 -1.851 -3.801  0.086
H: -3.034 -3.326 -4.737  0.115
H: -1.661 -1.240 -5.669  0.101
H: -1.105 -2.870 -6.005  0.114
H: 0.597 -1.060 -5.036  0.109
H: 0.695 -2.736 -4.497  0.091
H: -0.967 -0.642 -3.061  0.083
H: 0.701 -1.021 -2.594  0.057
H: -2.785 -0.627 -1.568  0.096
H: -3.846 -3.318 -0.757  0.090
H: -4.207 -2.320 -2.148  0.102
H: -5.417 -2.160 0.635  0.113
H: -6.216 -2.379 -0.913  0.117
H: -6.555 -0.048 -0.242  0.111
H: -5.401 -0.059 -1.567  0.115
H: -4.934 0.497 1.369  0.115
H: -4.283 1.309 -0.026  0.067
H: -3.339 -1.162 1.376  0.086
H: -2.372 0.154 0.751  0.071
C: 0.226 2.800 -4.642  -0.015
C: -0.796 2.426 -3.784  -0.018
C: -0.472 1.877 -2.562  -0.161
N: 0.796 1.722 -2.160  -0.121
C: 1.789 2.076 -2.993  -0.125
C: 1.541 2.610 -4.240  -0.020
H: 0.004 3.231 -5.609  0.124
H: -1.835 2.547 -4.059  0.124
H: -1.240 1.543 -1.876  0.099
H: 2.794 1.958 -2.615  0.105
H: 2.371 2.881 -4.877  0.121